Arrangement P

The following is a DFT calculation (ωB97M-V with the def2-TZVPD basis set) of the molecule CH3PS4.

Each line ends with the Löwdin charge.
Element x y z (Å)
C: -0.25 2.28 0.54  -0.625
P: -0.25 -0.44 -0.06  0.210
S: 1.10 1.92 1.49  0.409
S: 1.39 -0.19 1.21  0.070
S: -0.48 -3.73 -1.43  0.257
S: 0.77 -2.17 -0.87  -0.085
H: -0.27 3.32 0.42  -0.040
H: -1.19 1.95 1.15  0.029
H: -0.80 -2.93 -2.44  -0.225

E_HOMO (alpha / beta) in eV: -8.37 / -7.82
Lowest unoccupied orbital energy (alpha / beta) in eV: -1.273 / -1.345
Charge: 0
Spin multiplicity: 1
Kohn-Sham gap (alpha / beta) in eV: 7.1 / 6.5



Arrangement Q

The following is a DFT calculation (ωB97M-V with the def2-TZVPD basis set) of the molecule CH3PS4.

Each line ends with the Löwdin charge.
Element x y z (Å)
C: -1.73 0.57 -0.03  -1.108
P: 3.10 -0.02 0.32  0.249
S: -1.73 -0.73 1.13  0.295
S: 2.49 -1.89 -0.21  0.343
S: -0.09 0.66 -0.95  0.334
S: 1.37 1.25 0.35  0.078
H: -2.36 0.51 -0.88  -0.016
H: -2.22 1.44 0.48  0.032
H: 1.16 -1.79 -0.21  -0.206

E_HOMO (alpha / beta) in eV: -7.19 / -6.72
Lowest unoccupied orbital energy (alpha / beta) in eV: -2.975 / -3.336
Charge: 0
Spin multiplicity: 1
Kohn-Sham gap (alpha / beta) in eV: 4.2 / 3.4



Arrangement R

The following is a DFT calculation (ωB97M-V with the def2-TZVPD basis set) of a structure of composition CH3PS4.

Each line ends with the Löwdin charge.
Element x y z (Å)
C: 1.16 1.29 0.12  -0.811
P: 0.03 -0.20 0.94  0.351
S: 2.18 0.21 -0.79  0.350
S: 1.83 -1.29 0.63  0.120
S: -2.63 -2.03 -0.11  0.222
S: -1.31 -0.68 -0.91  -0.021
H: 0.61 2.11 -0.31  0.027
H: 1.76 1.83 0.80  0.001
H: -3.63 -1.24 -0.37  -0.239

E_HOMO in eV: -8.42
Lowest unoccupied orbital energy in eV: -0.321
Charge: 0
Spin multiplicity: 1
Kohn-Sham gap in eV: 8.1



Least stable structure: arrangement Q